18
Properties=species:S:1:pos:R:3:forces:R:3 method="wB97M-V/def2-TZVPD" relative_energy_kj_mol=435.0 charge=+1 e_homo_ha="-0.5313 / -0.5543" e_tot_ha=-306.21780
C 2.10114 0.42468 0.00550 -0.1 2.8 -1.6
C 1.54327 -0.94276 0.06452 -1.1 -1.3 -0.2
C 0.12615 -0.83140 0.62222 -0.3 -2.6 1.3
C -1.38914 1.09629 0.84043 -1.8 1.4 2.0
C -1.19459 -0.00348 -1.34437 1.2 -1.6 -0.5
N 1.42816 1.51542 -0.12157 1.3 -3.4 0.6
N -0.68622 0.19784 0.05506 1.0 -0.8 -2.1
H 3.20990 0.39113 -0.10112 -0.5 0.7 0.2
H 1.48518 -1.53532 -0.89276 0.7 1.1 0.6
H 2.08250 -1.57772 0.78620 0.1 0.3 -0.4
H -0.31785 -1.88761 0.24943 0.4 2.2 1.6
H 0.31193 -0.71645 1.77912 -1.3 -0.1 -2.3
H -0.82994 1.47875 1.69729 0.3 -0.3 -0.2
H -1.58221 1.97923 0.20947 -0.7 -0.4 0.4
H -2.29819 0.56812 1.33441 1.0 1.0 -1.2
H -1.02529 0.81966 -2.05457 1.0 0.0 0.6
H -0.66957 -0.99048 -1.72087 -1.5 2.1 0.4
H -2.29522 0.01413 -1.40839 0.2 -0.8 0.7